Molecular formula: C51H144O33
Method: DFT, ωB97M-V/def2-TZVPD

The geometry in XYZ format:
```
228
C51H144O33 | OMol25 | ωB97M-V/def2-TZVPD
C 6.98 -1.11 1.21
C 5.93 -1.60 2.21
C 5.60 -0.48 3.18
O 4.80 -2.12 1.65
H 7.92 -0.88 1.70
H 6.61 -0.27 0.63
H 7.11 -1.93 0.50
H 6.28 -2.39 2.88
H 5.12 0.30 2.59
H 6.40 -0.13 3.82
H 4.74 -0.71 3.81
H 4.41 -2.65 2.35
C 1.90 -3.94 4.98
C 3.03 -2.97 4.57
C 3.76 -2.71 5.85
O 3.87 -3.69 3.73
H 1.27 -4.18 4.12
H 1.27 -3.34 5.63
H 2.12 -4.84 5.56
H 2.71 -2.03 4.12
H 4.66 -2.14 5.63
H 4.10 -3.59 6.40
H 3.20 -2.14 6.59
H 4.28 -4.31 4.34
C 6.55 3.25 -0.98
C 5.34 4.16 -1.15
C 5.25 5.25 -0.06
O 5.46 4.81 -2.40
H 6.56 2.84 0.03
H 7.46 3.82 -1.17
H 6.35 2.54 -1.77
H 4.44 3.54 -1.11
H 5.09 4.89 0.96
H 4.40 5.89 -0.30
H 6.18 5.81 -0.12
H 4.95 4.27 -3.00
C 0.02 0.70 -0.15
C -0.10 -0.69 0.43
C 0.25 -0.69 1.90
O -1.40 -1.12 0.34
H -0.45 0.72 -1.14
H 1.09 0.89 -0.29
H -0.30 1.59 0.38
H 0.54 -1.33 -0.17
H 0.15 -1.66 2.38
H -0.26 0.04 2.53
H 1.29 -0.37 1.97
H -1.49 -1.12 -0.62
C -0.23 3.83 -3.95
C 1.05 3.00 -3.88
C 1.22 2.13 -5.17
O 2.10 3.89 -3.80
H -0.26 4.55 -4.76
H -0.22 4.47 -3.06
H -1.12 3.24 -4.11
H 1.09 2.31 -3.04
H 0.35 1.52 -5.40
H 2.15 1.56 -5.12
H 1.30 2.80 -6.02
H 2.87 3.33 -3.88
C 0.93 0.34 5.87
C 1.49 1.68 5.49
C 1.53 2.79 6.57
O 2.84 1.55 4.94
H -0.15 0.43 6.01
H 1.37 0.02 6.81
H 1.10 -0.45 5.14
H 0.81 1.98 4.69
H 1.84 2.42 7.55
H 0.58 3.32 6.66
H 2.28 3.52 6.29
H 3.34 1.25 5.70
C 0.10 7.35 0.16
C -0.29 7.07 -1.24
C -1.68 6.39 -1.29
O -0.31 8.32 -1.89
H 0.98 7.98 0.22
H 0.31 6.41 0.68
H -0.60 7.92 0.77
H 0.42 6.44 -1.78
H -2.02 6.16 -2.30
H -2.46 7.02 -0.85
H -1.62 5.41 -0.83
H -0.85 8.92 -1.38
C -1.94 -5.95 1.60
C -1.43 -4.59 1.17
C -1.22 -4.55 -0.34
O -2.13 -3.50 1.68
H -2.92 -6.08 1.14
H -2.07 -5.95 2.68
H -1.28 -6.80 1.39
H -0.40 -4.52 1.53
H -0.57 -3.75 -0.68
H -2.10 -4.20 -0.89
H -0.76 -5.46 -0.74
H -1.73 -2.66 1.44
C 5.02 4.10 -5.65
C 4.86 2.63 -5.23
C 6.19 1.95 -5.18
O 4.40 2.60 -3.88
H 5.67 4.66 -4.98
H 4.08 4.63 -5.58
H 5.32 4.27 -6.69
H 4.24 2.13 -5.98
H 6.10 0.97 -4.72
H 6.92 2.43 -4.52
H 6.67 1.85 -6.15
H 4.11 1.71 -3.69
C -4.76 -0.75 1.74
C -4.96 -2.06 0.91
O -4.80 -3.13 1.77
O -3.47 -0.58 2.33
H -5.47 -0.65 2.57
H -4.98 0.16 1.18
H -4.24 -2.11 0.10
H -5.94 -2.10 0.43
H -3.90 -3.43 1.67
H -2.79 -0.75 1.67
C -4.23 0.04 5.61
C -5.02 -0.83 6.60
O -6.18 -0.11 7.09
O -3.05 -0.58 5.17
H -4.04 1.07 5.94
H -4.94 0.10 4.79
H -4.37 -0.98 7.46
H -5.41 -1.79 6.26
H -6.89 -0.24 6.46
H -3.14 -0.53 4.21
C 2.84 -5.46 -0.06
C 2.78 -4.47 -1.19
O 4.04 -4.36 -1.81
O 2.82 -6.84 -0.54
H 1.96 -5.35 0.56
H 3.76 -5.36 0.52
H 2.50 -3.50 -0.78
H 1.99 -4.74 -1.89
H 4.29 -5.14 -2.31
H 2.55 -7.31 0.25
C -3.07 2.91 2.88
C -2.76 3.17 1.36
O -4.01 3.30 0.71
O -3.53 4.05 3.57
H -2.18 2.58 3.41
H -3.88 2.18 2.96
H -2.29 2.24 1.03
H -2.14 4.04 1.13
H -4.56 3.95 1.14
H -4.41 4.27 3.28
C -3.02 -0.17 -4.32
C -1.94 -0.12 -3.25
O -1.73 -1.36 -2.60
O -2.51 -0.77 -5.50
H -3.18 0.82 -4.74
H -4.00 -0.57 -4.05
H -2.39 0.55 -2.52
H -1.01 0.28 -3.65
H -1.59 -2.03 -3.28
H -3.25 -1.08 -6.03
C -2.61 -7.04 -4.96
C -2.32 -6.64 -3.45
O -2.81 -5.33 -3.30
O -1.76 -6.34 -5.93
H -3.67 -6.98 -5.21
H -2.42 -8.11 -5.09
H -1.25 -6.51 -3.28
H -2.84 -7.36 -2.82
H -2.21 -4.72 -3.75
H -1.63 -6.88 -6.71
C 1.73 3.82 1.26
C 2.79 2.90 1.85
O 3.36 3.36 3.09
O 0.50 3.72 2.03
H 1.59 3.47 0.24
H 2.04 4.86 1.19
H 3.65 2.83 1.19
H 2.37 1.91 2.04
H 3.20 2.69 3.76
H 0.78 4.13 2.84
C -6.78 4.85 -1.69
C -5.31 4.38 -2.12
O -5.21 3.04 -1.85
O -6.86 4.91 -0.19
H -7.54 4.17 -2.09
H -6.99 5.82 -2.15
H -4.60 4.95 -1.53
H -5.18 4.45 -3.20
H -4.76 3.03 -1.00
H -7.79 5.04 0.00
C -3.19 -4.07 4.78
C -1.72 -3.75 5.17
O -1.55 -2.71 6.16
O -4.09 -4.41 5.82
H -3.29 -4.87 4.05
H -3.58 -3.18 4.28
H -1.29 -3.32 4.27
H -1.18 -4.66 5.44
H -2.02 -1.90 5.95
H -4.98 -4.18 5.56
C -6.80 -2.51 -3.92
C -6.62 -1.58 -2.72
O -7.76 -0.77 -2.44
O -6.63 -1.91 -5.17
H -7.81 -2.91 -3.80
H -6.03 -3.29 -3.89
H -5.73 -0.97 -2.88
H -6.35 -2.20 -1.86
H -7.66 0.06 -2.91
H -7.07 -1.06 -5.21
C 3.20 0.10 -2.13
C 4.13 -0.36 -1.04
O 3.59 -0.08 0.22
O 3.80 0.08 -3.38
H 2.78 1.09 -1.93
H 2.40 -0.64 -2.20
H 5.02 0.25 -1.08
H 4.47 -1.40 -1.06
H 3.83 -0.82 0.79
H 4.09 -0.81 -3.57
C 0.69 -1.67 -5.07
C 0.18 -3.09 -4.75
O -1.21 -3.07 -4.50
O -0.06 -1.16 -6.14
H 1.73 -1.81 -5.38
H 0.59 -0.96 -4.24
H 0.66 -3.43 -3.83
H 0.44 -3.78 -5.55
H -1.68 -3.04 -5.33
H -0.99 -1.04 -5.97
```

Gap between HOMO and LUMO (eV): 9.52

=====

Molecular formula: C51H30N9O2PPbS2Se2
Method: DFT, ωB97M-V/def2-TZVPD

The geometry in XYZ format:
```
98
C51H30N9O2PPbS2Se2 | OMol25 | ωB97M-V/def2-TZVPD
Pb -0.68 -0.49 -0.32
C -7.25 -2.47 1.52
C -7.38 -2.70 0.14
C -6.37 -2.35 -0.74
C -5.23 -1.73 -0.23
C -4.00 -1.15 -0.85
N -3.79 -1.19 -2.15
C -2.79 -0.53 -2.67
C -2.42 -0.68 -4.08
C -2.90 -1.51 -5.06
C -2.37 -1.42 -6.35
C -1.28 -0.60 -6.58
C -0.78 0.22 -5.56
C -1.34 0.15 -4.34
C -1.08 0.85 -3.06
N -0.30 1.88 -2.94
C -0.06 2.47 -1.75
N 0.13 1.84 -0.62
C 0.58 2.76 0.41
N 0.18 2.70 1.77
C -0.67 1.93 2.29
N -1.55 1.01 1.69
C -2.44 0.60 2.62
N -3.49 -0.23 2.45
C -3.85 -0.72 1.28
N -3.23 -0.59 0.09
C -5.12 -1.51 1.10
C -6.08 -1.89 1.99
C -2.12 1.18 3.95
C -2.78 1.11 5.17
C -2.20 1.80 6.26
C -1.01 2.55 6.05
C -0.38 2.63 4.81
C -0.97 1.97 3.78
C 0.56 4.14 -0.23
C 0.84 5.39 0.26
C 0.65 6.50 -0.59
C 0.33 6.28 -1.92
C 0.08 5.02 -2.43
C 0.19 3.94 -1.58
N -1.93 0.34 -2.10
H -8.06 -2.71 2.20
H -8.32 -3.08 -0.23
H -6.46 -2.57 -1.80
H -3.75 -2.17 -4.85
H -2.79 -2.04 -7.11
H -0.81 -0.61 -7.56
H 0.08 0.87 -5.75
H -5.94 -1.69 3.04
H -3.69 0.55 5.35
H -2.69 1.74 7.22
H -0.57 3.01 6.92
H 0.55 3.17 4.72
H 1.13 5.52 1.30
H 0.80 7.51 -0.21
H 0.24 7.13 -2.62
H -0.10 4.86 -3.47
Se 2.58 2.46 0.49
P 2.93 0.71 1.87
Se 1.43 -0.70 2.45
C 3.68 1.43 3.35
C 3.27 2.67 3.85
C 3.84 3.14 5.03
C 4.75 2.35 5.72
C 5.14 1.12 5.23
C 4.59 0.66 4.04
C 4.30 0.11 0.85
C 5.39 0.97 0.64
C 6.33 0.65 -0.31
C 6.25 -0.59 -0.98
C 5.25 -1.48 -0.67
C 4.25 -1.14 0.25
H 2.61 3.34 3.32
H 3.56 4.12 5.42
H 5.19 2.73 6.66
H 5.80 0.46 5.78
H 4.93 -0.28 3.67
H 5.42 1.90 1.21
H 7.20 1.27 -0.51
H 6.93 -0.86 -1.73
H 5.12 -2.42 -1.20
H 3.43 -1.80 0.52
O -2.58 -4.33 -2.75
S -1.44 -4.26 -1.88
O -1.62 -4.70 -0.53
N -0.77 -2.76 -1.91
C 0.47 -2.78 -2.38
S 1.48 -1.42 -2.35
C 0.94 -4.13 -2.81
C 2.18 -4.48 -3.37
C 2.46 -5.80 -3.62
C 1.52 -6.80 -3.24
C 0.26 -6.43 -2.74
C 0.00 -5.10 -2.53
H 2.92 -3.66 -3.51
H 3.41 -6.12 -4.06
H 1.69 -7.87 -3.40
H -0.46 -7.20 -2.48
```

Gap between HOMO and LUMO (eV): 5.80
Energy above the lowest of the compared OMol25 structures with the same formula, charge and spin (kcal per mole): 0.00

=====

Molecular formula: C51H32Cl4N4V
Method: DFT, ωB97M-V/def2-TZVPD

The geometry in XYZ format:
```
92
C51H32Cl4N4V | OMol25 | ωB97M-V/def2-TZVPD
V 0.17 -0.02 0.28
Cl 0.91 2.18 9.37
C 0.67 1.86 7.67
C -0.58 2.07 7.11
C -0.76 1.81 5.76
C 0.28 1.33 4.96
C 1.52 1.14 5.56
C 1.72 1.39 6.91
C 0.10 1.04 3.51
C -0.84 0.07 3.12
C -1.82 -0.52 3.96
C -2.66 -1.23 3.17
C -2.16 -1.15 1.81
C -2.58 -1.96 0.72
C -4.01 -2.34 0.51
C -4.42 -3.06 -0.62
C -5.75 -3.33 -0.89
C -6.73 -2.86 -0.04
Cl -8.41 -3.18 -0.39
C -6.38 -2.09 1.05
C -5.05 -1.82 1.31
C -1.57 -2.43 -0.17
N -0.41 -1.76 -0.45
C 0.39 -2.62 -1.21
C 1.53 -2.22 -1.92
C 2.23 -3.23 -2.77
C 3.35 -3.89 -2.28
C 3.99 -4.86 -3.04
C 3.51 -5.16 -4.31
Cl 4.31 -6.37 -5.27
C 2.40 -4.50 -4.82
C 1.77 -3.54 -4.04
C 2.04 -0.92 -1.91
C 3.00 -0.37 -2.81
C 3.11 0.95 -2.54
C 2.26 1.22 -1.40
N 1.58 0.07 -1.06
C 2.28 2.39 -0.63
C 1.75 2.46 0.67
C 2.08 3.44 1.68
C 1.59 2.98 2.86
C 0.90 1.75 2.60
N 0.98 1.46 1.25
C 3.01 3.57 -1.17
C 2.39 4.40 -2.11
C 3.04 5.52 -2.62
C 4.33 5.81 -2.19
Cl 5.16 7.20 -2.82
C 4.96 5.00 -1.26
C 4.30 3.89 -0.76
C -0.27 -3.88 -1.34
C -1.48 -3.76 -0.72
N -1.03 -0.36 1.81
H -1.39 2.45 7.72
H -1.73 2.01 5.31
H 2.34 0.76 4.95
H 2.69 1.23 7.37
H -1.87 -0.43 5.04
H -3.48 -1.85 3.51
H -3.69 -3.39 -1.34
H -6.02 -3.89 -1.78
H -7.16 -1.67 1.69
H -4.83 -1.15 2.12
H 3.72 -3.66 -1.29
H 4.86 -5.38 -2.66
H 2.05 -4.75 -5.81
H 0.89 -3.03 -4.43
H 3.52 -0.93 -3.59
H 3.74 1.68 -3.02
H 2.64 4.35 1.50
H 1.67 3.45 3.83
H 1.38 4.18 -2.44
H 2.56 6.16 -3.35
H 5.96 5.24 -0.93
H 4.79 3.25 -0.04
H 0.14 -4.75 -1.82
H -2.20 -4.55 -0.58
C -1.31 -0.22 -3.79
C -1.84 0.54 -2.60
C -3.11 0.28 -2.09
C -3.59 0.94 -0.96
C -2.79 1.86 -0.30
C -1.53 2.15 -0.81
C -1.07 1.51 -1.96
H -2.05 -0.28 -4.59
H -1.05 -1.24 -3.50
H -0.40 0.26 -4.18
H -3.74 -0.46 -2.59
H -4.59 0.72 -0.59
H -3.15 2.35 0.60
H -0.92 2.92 -0.34
H -0.11 1.78 -2.38
```

Gap between HOMO and LUMO (spin up / spin down) (eV): 5.38 / 5.39
2S+1: 4